Formula: C46H50F6IN8O7Sr
Source: the Open Molecules 2025 dataset
Level of theory: ωB97M-V/def2-TZVPD

Structure (XYZ):
```
119
Properties=species:S:1:pos:R:3:forces:R:3:lowdin_charge:R:1
Sr 0.1676 0.0333 -0.5798 -0.3 0.2 -0.6 1.50
C 2.9476 -2.5515 -0.8324 0.0 0.0 0.0 -0.08
O 2.1116 -1.6637 -0.1091 -0.1 0.0 0.2 -0.33
C 2.3410 -1.6337 1.3073 0.2 0.0 0.0 -0.17
C 1.0987 -2.0530 2.0569 0.0 0.1 0.0 -0.16
O 0.0089 -1.2985 1.5317 0.0 0.0 0.0 -0.29
C -1.2294 -1.5066 2.1981 0.1 0.0 0.0 -0.15
C -2.1993 -0.4801 1.6621 -0.1 0.0 0.1 -0.18
O -2.3266 -0.5236 0.2402 0.2 0.0 0.1 -0.29
C -3.2640 -1.4873 -0.2196 0.0 0.0 0.0 -0.07
H 3.9985 -2.2809 -0.7060 0.0 0.0 0.0 0.10
H 2.6784 -2.4618 -1.8828 0.0 0.0 0.0 0.09
H 2.7992 -3.5855 -0.5073 0.0 0.0 0.0 0.10
H 2.6032 -0.6130 1.5765 0.0 0.0 0.0 0.10
H 3.1740 -2.2855 1.5768 0.0 0.0 0.0 0.14
H 1.2245 -1.8217 3.1156 0.0 0.0 0.0 0.12
H 0.8843 -3.1221 1.9331 0.0 0.0 0.0 0.14
H -1.1030 -1.3441 3.2736 0.0 0.0 0.0 0.14
H -1.5637 -2.5382 2.0317 0.0 0.0 0.0 0.14
H -1.8249 0.5128 1.8966 0.0 0.0 0.0 0.09
H -3.1778 -0.5955 2.1379 0.0 0.0 0.0 0.14
H -4.2470 -1.2855 0.2137 0.0 0.0 0.0 0.10
H -2.9561 -2.5047 0.0361 0.0 0.0 0.0 0.09
H -3.3135 -1.3920 -1.3010 0.0 0.0 0.0 0.08
O 1.5864 1.5795 0.7435 0.1 -0.1 -0.2 -0.27
C 2.3386 2.7786 0.6851 -0.1 0.1 -0.1 -0.25
C 2.8020 3.0434 -0.7342 0.0 0.0 0.0 -0.14
C 3.5629 1.8468 -1.3508 0.0 0.0 0.0 -0.11
C 2.9637 1.3977 -2.6552 0.0 0.0 0.0 -0.29
C 3.3324 2.0069 -3.8524 0.0 0.0 0.0 -0.01
C 2.7405 1.6085 -5.0374 0.0 0.0 0.0 -0.04
C 1.8090 0.5806 -5.0062 0.0 0.0 0.0 -0.05
C 1.4963 0.0258 -3.7802 0.0 0.0 0.0 -0.15
N 2.0334 0.4332 -2.6236 -0.2 0.0 0.1 0.05
H 1.4925 1.3389 1.7313 0.0 0.0 0.3 0.03
H 3.2060 2.6956 1.3460 0.0 0.0 0.0 0.11
H 1.7232 3.6157 1.0311 0.0 0.0 0.0 0.13
H 3.4364 3.9312 -0.7184 0.0 0.0 0.0 0.12
H 1.9403 3.3092 -1.3507 0.0 -0.1 0.0 0.09
H 3.5481 1.0061 -0.6557 0.0 0.0 0.0 0.11
H 4.6062 2.1119 -1.5229 0.0 0.0 0.0 0.12
H 4.0767 2.7918 -3.8416 0.0 0.0 0.0 0.13
H 3.0085 2.0874 -5.9697 0.0 0.0 0.0 0.12
H 1.3319 0.2170 -5.9051 0.0 0.0 0.0 0.11
H 0.7719 -0.7777 -3.7112 0.0 0.0 0.0 0.09
C -4.5460 -10.6522 -9.6137 0.0 0.0 0.0 -0.07
O -4.7343 -9.2679 -9.8679 0.0 0.0 0.0 -0.07
C -4.2817 -8.3852 -8.9523 0.0 0.0 0.0 -0.28
C -4.4819 -7.0369 -9.2570 0.0 0.0 0.0 0.01
C -4.0550 -6.0618 -8.3843 0.0 0.0 0.0 -0.03
C -3.4180 -6.3985 -7.1869 0.0 0.0 0.0 -0.16
C -3.2235 -7.7427 -6.8938 0.0 0.0 0.0 -0.01
C -3.6474 -8.7352 -7.7624 0.0 0.0 0.0 0.00
C -2.9525 -5.3896 -6.2372 0.0 0.0 0.0 -0.25
N -2.3534 -5.6413 -5.0945 0.0 0.0 0.0 0.19
C -2.0921 -4.4149 -4.5476 0.0 0.0 0.0 -0.18
C -2.5356 -3.4046 -5.3613 0.0 0.0 0.1 -0.13
N -3.0907 -4.0402 -6.4445 0.0 0.0 -0.1 0.19
C -2.4231 -2.0275 -5.0206 0.0 0.0 0.0 -0.07
C -2.9141 -0.9817 -5.8134 0.0 0.1 0.0 0.01
C -2.7812 0.3057 -5.3692 0.0 0.0 0.0 -0.03
C -2.1542 0.5256 -4.1393 0.0 0.0 0.0 -0.12
N -1.6667 -0.4328 -3.3747 0.0 0.0 0.0 0.11
C -1.7906 -1.7076 -3.7960 0.0 -0.1 0.0 -0.16
C -1.2723 -2.7746 -2.9355 0.0 0.0 0.0 -0.15
N -0.6399 -2.4338 -1.7891 0.0 -0.1 0.0 0.08
C -0.2492 -3.4131 -0.9906 0.0 0.0 0.0 -0.14
C -0.4218 -4.7725 -1.2602 0.0 0.0 0.0 -0.02
C -1.0165 -5.1334 -2.4390 0.0 0.0 0.0 0.02
C -1.4545 -4.1228 -3.3022 0.0 0.1 0.0 -0.07
H -4.9697 -11.1729 -10.4668 0.0 0.0 0.0 0.10
H -5.0673 -10.9601 -8.7050 0.0 0.0 0.0 0.10
H -3.4849 -10.8962 -9.5302 0.0 0.0 0.0 0.10
H -4.9748 -6.7841 -10.1854 0.0 0.0 0.0 0.12
H -4.2278 -5.0268 -8.6550 0.0 0.0 0.0 0.10
H -2.7307 -8.0093 -5.9692 0.0 0.0 0.0 0.11
H -3.4794 -9.7692 -7.5037 0.0 0.0 0.0 0.11
H -3.5167 -3.6140 -7.2485 0.0 0.0 0.0 0.15
H -3.3987 -1.1893 -6.7590 0.0 0.0 0.0 0.12
H -3.1502 1.1442 -5.9427 0.0 0.0 0.0 0.11
H -2.0569 1.5379 -3.7758 0.0 0.0 0.0 0.08
H 0.2398 -3.1097 -0.0787 0.0 0.0 0.0 0.08
H -0.0754 -5.5075 -0.5470 0.0 0.0 0.0 0.11
H -1.1637 -6.1668 -2.7221 0.0 0.0 0.0 0.12
N -1.1378 2.3376 3.4493 0.1 0.0 0.0 0.20
C -1.6456 2.9258 2.3637 -0.1 0.1 0.0 -0.68
O -1.2446 2.6993 1.2254 0.0 -0.1 -0.1 -0.02
C -2.8005 3.8826 2.5761 0.0 0.0 0.0 -0.52
I -4.5972 2.9566 1.8842 0.0 0.0 0.0 0.84
H -0.2757 1.7536 3.3572 0.0 0.1 0.0 0.08
H -1.4606 2.5935 4.3657 0.0 0.0 0.0 0.11
H -2.6573 4.7612 1.9556 0.0 0.0 0.0 0.05
H -2.9650 4.1644 3.6110 0.0 0.0 0.0 0.04
N 0.4977 5.2501 -4.9852 0.0 0.0 -0.1 0.18
C -0.1571 4.7346 -4.1957 0.0 0.0 0.0 -0.17
C -0.9443 4.0497 -3.2098 0.0 0.0 0.0 -0.20
C -2.2283 4.4605 -2.8623 0.0 0.0 0.0 0.01
C -2.9206 3.7188 -1.9234 0.0 0.0 0.0 -0.02
C -2.3107 2.6076 -1.3594 0.0 0.0 0.0 -0.15
N -1.0785 2.2147 -1.6857 0.2 -0.1 0.0 0.01
C -0.4144 2.9211 -2.5934 -0.1 0.1 0.0 -0.11
H -2.6648 5.3352 -3.3256 0.0 0.0 0.0 0.13
H -3.9214 3.9918 -1.6196 0.0 0.0 0.0 0.11
H -2.8246 2.0067 -0.6226 0.0 0.0 0.0 0.07
H 0.5737 2.5760 -2.8738 0.0 0.0 0.0 0.10
C 2.2617 2.6938 4.5198 0.0 0.0 0.0 0.03
C 2.0443 1.1975 4.2527 0.0 0.1 0.0 -0.46
O 1.2560 0.9423 3.1695 0.0 -0.1 0.1 -0.17
C 3.4419 0.5521 4.0780 0.0 0.0 0.0 -0.55
F 3.9860 0.9591 2.9118 0.0 0.0 -0.1 0.14
F 3.3977 -0.7916 4.0273 -0.1 -0.1 0.0 0.15
F 4.3112 0.8747 5.0402 0.0 0.1 0.1 0.16
C 1.3651 0.5753 5.4947 0.1 0.0 0.0 -0.55
F 0.2124 1.2292 5.7573 -0.1 0.0 0.0 0.13
F 1.0317 -0.7107 5.3085 0.0 -0.1 0.0 0.15
F 2.1099 0.6363 6.6054 0.0 0.0 0.0 0.17
H 2.8069 3.1213 3.6794 0.0 0.0 0.0 0.09
H 2.8169 2.8868 5.4367 0.0 0.0 0.0 0.10
H 1.2905 3.1807 4.5787 0.0 0.0 0.0 0.08
```
Forces are in eV/Å.

Results
HOMO, eV: -9.84
Total charge: +1
HOMO-LUMO gap, eV: 7.279

Formula: C3H10NOS
Source: the Open Molecules 2025 dataset
Level of theory: ωB97M-V/def2-TZVPD

Structure (XYZ):
```
16
Properties=species:S:1:pos:R:3:forces:R:3:lowdin_charge:R:1
C 0.0039 0.6545 0.1656 -0.1 0.2 -0.1 -0.34
C -0.0829 -0.1300 1.4652 0.2 -0.3 0.1 -0.74
S -0.2378 -1.9399 1.2500 -0.1 0.0 0.0 0.22
C -1.2616 0.5491 -0.6614 0.2 -0.5 -0.1 -0.34
N -1.1940 1.4250 -1.8507 0.0 -0.2 -0.1 -0.04
H 0.8272 0.2730 -0.4458 0.1 0.0 0.1 0.09
H 0.2047 1.7092 0.3840 0.0 0.1 0.0 0.10
H -0.9244 0.2662 2.0395 -0.1 0.0 0.1 0.03
H 0.8114 0.0635 2.0654 0.0 0.1 0.0 0.03
H -2.1351 0.7926 -0.0542 -0.1 0.2 0.0 0.10
H -1.3457 -0.5087 -0.9349 -0.2 0.1 0.1 0.07
H -0.3948 1.0977 -2.3892 0.0 0.2 0.0 0.05
H -1.9866 1.2089 -2.4474 -0.1 0.1 0.0 0.04
H 1.8854 -2.2070 0.5355 0.0 0.1 -0.2 -0.11
H 3.0228 -1.2217 0.6713 0.1 0.1 0.1 0.00
O 2.8074 -2.0325 0.2070 -0.1 -0.2 0.1 -0.16
```
Forces are in eV/Å.

Results
HOMO, eV: -2.76
Total charge: -1
HOMO-LUMO gap, eV: 6.806

Formula: C4H7ClN3
Source: the Open Molecules 2025 dataset
Level of theory: ωB97M-V/def2-TZVPD

Structure (XYZ):
```
15
Properties=species:S:1:pos:R:3:forces:R:3:mulliken_spin:R:1
C -1.0882 1.8245 -0.3631 0.8 -0.1 0.3 0.40
C 0.1502 2.0693 0.1603 0.3 1.2 0.1 -0.07
C -0.5582 -0.6222 -0.2547 -1.2 -0.1 -0.6 -0.06
C -1.5512 0.4552 -0.6031 -1.0 0.2 -0.3 0.01
N -0.7983 -1.8269 -0.4430 0.9 0.7 0.4 0.43
N 0.6722 -0.1329 0.2918 1.4 -3.5 0.4 0.17
N 0.9904 1.0744 0.4674 -1.1 2.1 -0.3 0.96
Cl 2.7512 -2.8477 1.5653 -0.4 0.2 0.1 0.01
H -1.7528 2.6407 -0.6092 0.1 0.1 0.1 0.03
H 0.5344 3.0583 0.3578 -0.1 0.1 0.0 0.01
H -2.4886 0.2832 -0.0526 0.3 -0.2 0.1 0.04
H -1.8693 0.3402 -1.6506 0.3 -0.2 0.1 0.04
H -0.1133 -2.5287 -0.1932 -0.1 -0.6 -0.1 0.02
H 1.3841 -0.8336 0.5612 -0.4 0.2 -0.2 0.02
H 3.7374 -2.9537 0.7656 0.2 0.0 -0.2 0.00
```
Forces are in eV/Å.

Results
HOMO (spin up / spin down), eV: -13.19 / -14.72
Multiplicity: 3
Total charge: +1
HOMO-LUMO gap (spin up / spin down), eV: 9.910 / 5.445

Formula: C11H29AuN2SiTe
Source: the Open Molecules 2025 dataset
Level of theory: ωB97M-V/def2-TZVPD

Structure (XYZ):
```
45
Properties=species:S:1:pos:R:3:forces:R:3:mulliken_spin:R:1
Au 1.1494 0.8262 1.2036 0.4 -0.4 0.6 0.21
N -1.1493 3.1089 1.3763 -0.1 1.0 -0.2 0.12
C -1.9030 3.1782 2.6147 -0.2 0.3 0.5 0.00
C -2.5524 1.8311 2.9808 0.1 1.5 1.2 0.00
N -1.4971 0.9080 3.2091 1.5 -0.7 -1.0 0.01
H -0.3594 3.7691 1.3948 -0.8 0.1 -0.3 0.01
H -0.6928 2.2280 1.3348 0.1 -1.1 -0.3 -0.07
H -2.6480 3.9701 2.5195 -0.2 -0.1 0.1 0.00
H -1.2404 3.4925 3.4442 -0.3 -0.2 0.1 -0.01
H -3.2513 1.5347 2.2023 -0.1 -0.2 0.0 0.00
H -3.0407 1.9724 3.9647 -0.7 0.3 -0.7 0.00
H -1.7219 -0.0168 3.5561 0.4 0.5 0.2 0.00
H -0.6152 1.3667 3.4747 -0.8 -1.0 0.3 0.00
C -1.5823 -0.1629 -0.7729 0.1 1.2 -0.2 0.02
Si 0.3047 -0.4157 -0.5823 -0.3 0.1 -1.2 0.20
C 0.5463 -2.2668 -0.0360 -0.1 0.0 0.9 0.06
C 0.0787 -2.3880 1.4433 0.8 2.0 0.4 0.03
C -0.4019 -3.0682 -0.8589 -2.3 -0.9 -0.2 0.02
C 1.9181 -2.8710 -0.1479 1.0 0.1 -0.1 0.03
C 1.2121 0.2809 -2.2092 -2.7 0.0 2.2 0.01
C 0.3112 -0.2052 -3.3625 2.5 -0.3 -0.7 0.01
C 2.5885 -0.2264 -2.0554 2.9 1.7 -0.1 0.00
C 1.1453 1.8193 -2.2065 0.4 -0.6 -1.2 0.02
H -2.1695 -1.0275 -1.1199 0.3 0.3 0.4 0.00
H -1.7956 0.6649 -1.5009 0.3 -0.6 0.6 0.00
H -1.9181 0.2501 0.1954 -0.3 -0.5 -0.3 0.00
H -0.6517 -1.5987 1.6394 -0.1 0.2 0.1 0.01
H 0.9459 -2.1604 2.1356 -1.0 -0.6 -0.6 -0.01
H -0.4733 -3.2704 1.7145 0.3 -0.9 -0.1 0.00
H -1.4799 -2.8349 -0.5917 1.2 -0.2 -0.5 0.00
H -0.3307 -4.1520 -0.6864 0.3 0.1 0.2 0.00
H -0.2692 -2.9580 -1.9263 -0.1 0.2 -0.4 0.00
H 2.6852 -2.3527 0.4470 -0.2 0.0 -0.3 0.00
H 2.2618 -2.9817 -1.1663 0.2 0.5 -0.5 0.00
H 1.9217 -3.9053 0.1523 -0.3 -0.6 0.7 0.00
H 0.2191 -1.2723 -3.3397 -0.2 -0.8 -0.1 0.00
H 0.7549 0.0449 -4.3380 0.1 0.0 0.1 0.00
H -0.6478 0.2258 -3.3951 -1.2 0.6 0.4 0.00
H 2.7632 -1.2154 -2.3884 0.0 -1.1 -0.3 0.00
H 3.0330 -0.1290 -1.0168 -0.9 -0.2 -0.8 0.00
H 3.3169 0.4192 -2.6323 -0.6 -0.6 0.1 0.00
H 0.0856 2.0890 -2.2931 0.3 0.4 0.2 0.00
H 1.6710 2.0737 -3.1695 -0.5 0.4 0.8 0.00
H 1.6361 2.3239 -1.3675 -0.1 -0.2 -0.2 -0.03
Te 1.8425 3.1020 2.1606 0.8 0.3 0.3 1.38
```
Forces are in eV/Å.

Results
HOMO (spin up / spin down), eV: -7.94 / -7.92
Multiplicity: 3
HOMO-LUMO gap (spin up / spin down), eV: 8.457 / 5.546

Formula: C4H19NO6
Source: the Open Molecules 2025 dataset
Level of theory: ωB97M-V/def2-TZVPD

Structure (XYZ):
```
30
Properties=species:S:1:pos:R:3:forces:R:3:lowdin_charge:R:1
C -1.3884 -2.7125 -0.0045 -0.5 1.6 -1.8 -0.03
C -0.7591 -1.7022 1.0147 -1.4 0.0 -0.5 -0.41
O 0.5775 -2.0735 1.2534 2.0 2.9 -0.8 -0.06
C -0.8985 -0.1925 0.6844 0.5 0.5 -0.2 -0.29
N -2.2081 0.1250 0.0248 2.7 -0.1 0.8 0.05
C -0.5168 0.5870 2.0077 0.3 -0.2 0.0 -0.21
O 0.4572 1.5646 1.7966 1.1 1.4 -0.8 -0.11
H -0.7666 -2.9671 -0.9497 -0.6 0.4 1.9 0.11
H -1.7249 -3.5665 0.5305 0.3 -1.1 0.3 0.05
H -2.3668 -2.3335 -0.4452 1.1 -0.2 0.5 0.07
H -1.3308 -1.7591 1.9887 0.4 -0.4 -0.8 0.16
H 1.1384 -1.2261 1.0085 -1.4 -2.7 1.0 0.14
H -0.1106 0.2435 -0.0078 -0.3 -1.1 0.4 0.12
H -2.4798 1.0140 0.3798 -1.2 0.2 0.1 0.08
H -2.8262 -0.6532 -0.0071 -0.8 0.1 0.5 0.05
H 0.0862 -0.0820 2.6832 -1.4 0.2 -0.4 0.14
H -1.3430 1.0963 2.5278 -0.3 -0.8 -0.1 0.12
H 0.3148 2.2614 1.1127 -0.2 -0.9 0.6 0.11
O 1.0276 1.4063 -1.7196 0.1 0.3 -1.5 -0.11
H 1.6518 0.8623 -2.2517 -0.6 0.4 0.5 0.05
H 0.3394 1.7373 -2.3774 1.1 -0.7 1.2 0.07
O 2.0764 -1.3817 -1.8523 -0.3 0.1 0.1 -0.04
H 1.4173 -1.7029 -2.4735 0.1 -0.1 -0.4 0.05
H 1.5392 -1.2920 -1.0563 0.2 0.0 0.1 0.00
O -1.3343 0.9081 -2.4694 0.0 -0.4 0.2 -0.10
H -1.2077 0.4977 -1.5802 -0.4 0.4 -0.8 0.00
H -2.2895 0.9525 -2.5175 -0.2 0.1 -0.2 0.04
O 2.4914 2.8168 0.4752 -0.1 -0.7 -0.6 -0.08
H 2.2348 2.3438 -0.3446 0.0 0.6 0.2 0.01
H 2.4678 2.0806 1.1014 0.0 0.3 0.2 0.02
```
Forces are in eV/Å.

Results
HOMO, eV: -10.01
SMILES string: C[C@@H](O)[C@@H](N)CO.O.O.O.O
HOMO-LUMO gap, eV: 10.423

M, respectively: 1155.47; 108.19; 132.57; 542.02; 177.20 g mol⁻¹.
Energy above the lowest of the compared OMol25 structures with the same formula, charge and spin, respectively: 0.0; 4.1; 0.0; 0.0; 58.1 kcal/mol.
E, respectively: -100009.81581; -17647.26278; -21242.85104; -33718.97050; -18229.89353 eV.